No. 1
This record from the Open Molecules 2025 dataset describes one molecule with the formula C20H36N2O2 in a non-equilibrium geometry. The level of theory is wB97M-V/def2-TZVPD.

The HOMO energy comes out at -10.0 eV. The SMILES is COCCCCCCCCCC[C@H](C#N)[C@@H](C#N)CCCCOC. Its molar mass is 336.52 g/mol. The value obtained for the electronic energy is -1043.57483 Eh.

```
! RIJCOSX wB97M-V def2-TZVPD def2/J DEFGRID3
* xyz 0 1
C 0.39 2.85 -2.19
O 0.96 2.72 -3.46
C 0.28 1.79 -4.27
C 0.93 0.41 -4.29
C -0.11 -0.71 -4.28
C -0.78 -0.92 -2.92
C -0.28 -2.16 -2.17
C 1.17 -2.11 -1.72
C 1.54 -0.92 -0.85
C 0.95 -0.98 0.55
C 1.91 -1.57 1.58
C 2.74 -0.53 2.33
C 1.93 0.57 3.02
C 2.88 1.33 3.81
N 3.66 1.92 4.46
C 0.78 0.01 3.92
C 1.09 0.09 5.34
N 1.22 0.19 6.51
C -0.55 0.80 3.71
C -1.63 -0.13 3.15
C -2.81 0.67 2.58
C -2.72 0.79 1.07
O -3.39 -0.32 0.52
C -3.46 -0.25 -0.90
H 0.95 3.57 -1.61
H 0.42 1.90 -1.66
H -0.65 3.16 -2.25
H 0.25 2.20 -5.27
H -0.75 1.67 -3.95
H 1.52 0.32 -5.19
H 1.59 0.29 -3.44
H 0.34 -1.65 -4.61
H -0.87 -0.46 -5.01
H -1.83 -1.08 -3.10
H -0.71 -0.01 -2.32
H -0.38 -2.98 -2.87
H -0.97 -2.36 -1.36
H 1.81 -2.12 -2.59
H 1.38 -3.03 -1.17
H 2.62 -0.92 -0.75
H 1.29 0.00 -1.35
H 0.61 0.00 0.85
H 0.05 -1.59 0.56
H 2.62 -2.19 1.04
H 1.41 -2.23 2.27
H 3.46 -0.06 1.66
H 3.33 -1.04 3.09
H 1.52 1.25 2.30
H 0.59 -1.03 3.72
H -0.85 1.21 4.66
H -0.41 1.62 3.02
H -1.18 -0.70 2.35
H -1.97 -0.82 3.92
H -3.73 0.14 2.79
H -2.84 1.65 3.03
H -1.68 0.77 0.76
H -3.20 1.71 0.73
H -2.61 0.29 -1.28
H -4.39 0.23 -1.21
H -3.43 -1.25 -1.30
*
```

Population analysis type Löwdin, resulting atomic charges in e: -0.112 -0.170 -0.224 -0.165 -0.191 -0.217 -0.199 -0.196 -0.197 -0.190 -0.187 -0.149 -0.264 -0.204 0.182 -0.240 -0.196 0.173 -0.138 -0.184 -0.154 -0.247 -0.175 -0.095 0.089 0.059 0.088 0.122 0.111 0.108 0.100 0.108 0.108 0.097 0.078 0.111 0.100 0.109 0.116 0.114 0.069 0.087 0.104 0.113 0.104 0.125 0.126 0.130 0.127 0.116 0.115 0.091 0.120 0.116 0.113 0.108 0.124 0.062 0.091 0.082

=====

No. 2
This record from the Open Molecules 2025 dataset describes C20H36N3O3Pt as an isolated structure in a non-equilibrium geometry. The level of theory is wB97M-V/def2-TZVPD.

The HOMO energy (alpha / beta) comes out at -9.9 / -10.9 eV. Its molar mass is 561.60 g/mol. The energy above the lowest of the compared OMol25 structures with the same formula, charge and spin comes out at 1.626 eV. The value obtained for the electronic energy is -1292.71484 Eh. As for the expectation value of S²: 2.01.

```
! RIJCOSX wB97M-V def2-TZVPD def2/J DEFGRID3
* xyz 1 3
Pt -1.42 -0.22 0.08
N 2.27 3.79 -0.30
C 1.27 2.85 0.36
C 2.02 1.89 1.26
C 1.04 0.88 1.85
N 0.65 -0.05 0.77
C -0.15 1.58 2.53
C -0.80 2.73 1.75
N -1.64 2.25 0.65
C 0.26 3.67 1.16
H 2.96 3.27 -0.85
H 2.78 4.32 0.41
H 1.81 4.46 -0.92
H 0.79 2.33 -0.47
H 2.51 2.45 2.06
H 2.80 1.36 0.71
H 1.57 0.33 2.62
H 0.57 -1.03 1.09
H 1.36 -0.09 0.04
H 0.19 1.97 3.49
H -0.91 0.83 2.76
H -1.38 3.32 2.46
H -1.85 2.99 -0.01
H -2.55 1.92 0.98
H 0.78 4.19 1.97
H -0.22 4.42 0.53
C -3.90 -2.03 1.51
C -4.21 -1.22 0.26
C -5.60 -0.63 0.31
C -4.00 -2.05 -1.00
O -3.30 -0.09 0.21
H -4.59 -2.87 1.58
H -4.01 -1.41 2.40
H -2.88 -2.43 1.46
H -6.35 -1.43 0.39
H -5.81 -0.05 -0.59
H -5.71 0.02 1.18
H -4.78 -2.81 -1.07
H -3.03 -2.57 -0.98
H -4.05 -1.42 -1.88
C 4.78 0.14 -1.90
C 3.52 -0.65 -1.64
C 3.51 -1.72 -0.75
C 2.36 -2.46 -0.51
C 2.37 -3.62 0.45
C 1.18 -2.12 -1.18
C 1.17 -1.07 -2.10
C -0.12 -0.71 -2.79
C 2.34 -0.34 -2.32
C -0.12 -2.80 -0.82
O -0.60 -3.66 -1.52
O -0.66 -2.33 0.29
H 5.64 -0.32 -1.41
H 4.71 1.17 -1.54
H 5.00 0.19 -2.97
H 4.43 -1.99 -0.24
H 3.32 -3.70 0.97
H 2.20 -4.56 -0.09
H 1.57 -3.53 1.19
H -0.63 -1.59 -3.17
H 0.03 0.01 -3.60
H -0.80 -0.24 -2.06
H 2.33 0.46 -3.05
*
```

Population analysis type Löwdin, resulting atomic charges in e: 1.166 0.238 -0.285 -0.097 -0.311 -0.028 -0.101 -0.350 0.002 -0.103 0.166 0.177 0.177 0.154 0.140 0.124 0.154 0.081 0.061 0.130 0.119 0.147 0.093 0.070 0.138 0.128 -0.038 -0.694 -0.039 -0.033 -0.367 0.097 0.086 0.063 0.092 0.087 0.085 0.097 0.064 0.090 -0.049 -0.286 -0.006 -0.211 -0.012 -0.109 -0.237 -0.030 -0.030 -0.628 0.102 -0.209 0.080 0.056 0.087 0.119 0.080 0.102 0.085 0.097 0.084 0.019 0.116

=====

No. 3
This record from the Open Molecules 2025 dataset describes C20H36NOP2Zr as an isolated structure in a non-equilibrium geometry. The level of theory is wB97M-V/def2-TZVPD.

The HOMO energy (alpha / beta) comes out at -11.6 / -11.6 eV. Its molar mass is 459.69 g/mol. The energy above the lowest of the compared OMol25 structures with the same formula, charge and spin comes out at 3.975 eV. The value obtained for the electronic energy is -1642.53077 Eh. As for the expectation value of S²: 0.75.

```
! RIJCOSX wB97M-V def2-TZVPD def2/J DEFGRID3
* xyz 2 2
P 1.05 2.39 -2.03
P 2.95 -0.95 -0.38
C 2.79 1.85 -1.62
C 3.18 0.32 -1.74
H 3.07 2.27 -0.66
H 3.36 2.42 -2.37
H 2.72 -0.10 -2.65
H 4.27 0.33 -1.90
C 4.38 -0.46 0.69
H 4.43 -1.11 1.58
H 4.36 0.61 0.99
H 5.29 -0.66 0.09
C 3.52 -2.54 -1.08
H 4.63 -2.45 -1.12
H 3.03 -2.62 -2.08
H 3.20 -3.34 -0.37
C 1.22 4.21 -1.98
H 0.23 4.66 -2.15
H 1.90 4.44 -2.81
H 1.65 4.51 -0.99
C 0.89 1.92 -3.74
H 1.28 0.91 -3.91
H 1.49 2.66 -4.28
H -0.15 2.04 -4.07
Zr -2.82 -1.14 -0.67
C 1.73 -1.08 0.99
C 1.49 0.17 1.72
C 1.45 1.42 1.01
C 0.01 1.93 0.73
C -0.19 2.09 -0.82
C -0.63 0.75 -1.33
C 0.18 -0.52 -1.25
C 0.32 -1.23 0.18
C -4.68 -0.77 -1.79
H 1.98 -2.03 1.49
H 1.80 0.18 2.72
H 1.75 0.95 0.04
H 2.17 2.24 1.39
H -0.83 1.24 1.05
H -0.15 2.85 1.34
H -0.96 2.89 -0.99
H -1.37 0.71 -2.17
H 1.14 -0.25 -1.78
H -0.26 -1.30 -1.97
H -0.52 -0.90 0.81
H 0.21 -2.30 -0.02
H -4.72 -1.77 -2.26
H -4.71 -0.07 -2.65
H -5.62 -0.66 -1.24
O -3.14 -0.60 1.04
N -3.72 -1.67 2.89
C -3.54 -0.93 3.92
C -4.27 -1.42 5.02
C -5.05 -2.56 4.74
C -5.08 -3.30 3.53
C -4.28 -2.78 2.51
H -2.83 -0.11 3.98
H -4.19 -0.95 5.98
H -5.69 -2.90 5.53
H -5.64 -4.19 3.35
H -4.11 -3.28 1.55
*
```

Population analysis type Löwdin, resulting atomic charges in e: 0.919 0.967 -0.261 -0.284 0.081 0.107 0.076 0.106 -0.164 0.081 0.076 0.063 -0.137 0.081 0.075 0.085 -0.153 0.080 0.064 0.084 -0.146 0.069 0.081 0.085 1.554 -0.336 -0.103 -0.223 -0.109 -0.418 -0.345 -0.313 -0.172 -0.301 0.141 0.112 0.025 0.173 0.120 0.131 0.151 0.063 0.031 0.119 0.078 0.101 -0.014 0.004 0.003 -0.535 -0.060 -0.138 -0.030 -0.046 -0.032 -0.153 0.110 0.097 0.097 0.093 0.087